Record 1
ORCA calculation (the ωB97M-V functional and the def2-TZVPD basis) on one molecule with the formula C4H9NS.

## Properties
DFT total energy: -16614.3867 eV
HOMO energy: -8.472 eV
2S+1: 1
ΔE to the lowest compared entry with this formula, charge and spin: 5.068 eV
Total charge: 0
SMILES string: C[C@@H]1S[C@H]1CN
LUMO: 0.031 hartree
HOMO-LUMO gap: 9.31 eV
Maximum force: 7.0 eV/A

Element x y z (Å)
C -1.49616 -0.94270 -1.35801
C -0.42126 -0.23186 -0.81185
S -0.12885 -1.22753 0.85321
C -0.47230 0.61683 0.39019
C 0.72544 1.74688 0.55322
N 1.80836 1.13179 -0.30007
H -1.13514 -1.80045 -1.87436
H -2.27061 -1.40185 -0.63437
H -2.26351 -0.26007 -2.01981
H 0.51181 -0.02411 -1.33182
H -1.58450 1.26183 0.47310
H 0.44574 2.88328 0.11240
H 0.87805 1.53837 1.84504
H 2.30061 0.38833 0.13896
H 2.50624 1.99777 -0.90138


Record 2
ORCA calculation (the ωB97M-V functional and the def2-TZVPD basis) on one molecule with the formula C29H26Br2N2O3.

## Properties
DFT total energy: -179700.1256 eV
HOMO energy: -5.894 eV
2S+1: 1
ΔE to the lowest compared entry with this formula, charge and spin: 0.000 eV
Total charge: 0
LUMO: -0.030 hartree
HOMO-LUMO gap: 5.08 eV
Maximum force: 2.9 eV/A

Element x y z (Å)
C -3.17057 2.68008 6.25502
O -1.82065 2.72384 5.73282
C -1.66057 2.75503 4.37981
C -2.70142 3.06785 3.47320
C -2.39141 3.30594 2.14018
C -1.09917 3.09185 1.66162
C -0.77112 3.45699 0.20342
C -1.48155 2.55137 -0.78764
C -1.72321 3.02988 -2.09370
C -2.25280 2.21219 -3.05961
Br -2.10579 2.65175 -4.90289
C -2.92417 0.94240 -2.69753
O -3.57499 0.27270 -3.50795
C -2.76758 0.54694 -1.27075
Br -3.68851 -0.99559 -0.69614
C -1.98762 1.28847 -0.41054
C -0.13267 2.56514 2.52236
C -0.36177 2.49924 3.88301
H -3.03868 2.67778 7.33735
H -3.75779 3.55879 5.94359
H -3.67167 1.75739 5.92383
H -3.73022 3.15873 3.81954
H -3.16491 3.66883 1.45584
H -1.20185 4.46001 0.03119
H -1.48286 4.06253 -2.35945
H -1.79002 0.89289 0.58559
H 0.82545 2.22036 2.13957
H 0.44171 2.26205 4.58275
C 1.69160 6.20493 -5.82457
N 1.64316 4.82851 -5.37596
C 1.21820 3.89898 -6.40307
C 1.61887 4.53355 -4.04262
C 1.45526 5.56546 -3.09354
C 1.13285 5.24792 -1.79813
N 1.14149 3.96376 -1.35167
C 0.67861 3.61141 0.03691
C 1.11792 4.74867 0.97318
C 2.28917 4.54201 1.86547
C 2.38142 5.38930 2.98420
C 3.20630 5.03365 4.04547
C 3.98493 3.87116 3.97038
C 3.97023 3.08796 2.80770
C 3.18156 3.46152 1.72158
O 0.49641 5.80855 1.01333
C 1.40061 2.95253 -2.23153
C 1.65415 3.19707 -3.55692
H 2.47163 6.76886 -5.29949
H 1.91127 6.19808 -6.89680
H 0.72869 6.71508 -5.66297
H 1.24685 2.86732 -6.04642
H 0.19065 4.13387 -6.73221
H 1.88962 4.00744 -7.26636
H 1.49313 6.62235 -3.35327
H 0.87151 6.02521 -1.09029
H 1.20784 2.67985 0.26676
H 1.76425 6.28685 3.02042
H 3.23196 5.66712 4.93253
H 4.60953 3.57904 4.81369
H 4.56781 2.17889 2.73650
H 3.23924 2.92211 0.77424
H 1.37025 1.94568 -1.81579
H 1.85670 2.35063 -4.20879


Record 3
ORCA calculation (the ωB97M-V functional and the def2-TZVPD basis) on a 7-piece molecular cluster, C29H45O21P overall.

## Properties
DFT total energy: -83091.4283 eV
HOMO energy: -8.174 eV
2S+1: 1
Total charge: 0
SMILES string: CP(C)[C@@H]1COC(=O)O1.C[C@@H]1COC(=O)O1.C[C@@H]1COC(=O)O1.C[C@@H]1COC(=O)O1.C[C@@H]1COC(=O)O1.C[C@@H]1COC(=O)O1.C[C@@H]1COC(=O)O1
LUMO: 0.019 hartree
HOMO-LUMO gap: 8.69 eV
Maximum force: 1.4 eV/A

Element x y z (Å)
C -0.15592 2.64579 0.63689
P -1.34998 1.25285 0.59160
C -0.73321 0.19146 -0.76112
C -2.81521 2.04655 -0.15681
C -4.08280 1.19574 -0.23797
O -4.68149 1.61036 -1.49248
C -3.87315 2.54611 -2.04993
O -4.22558 3.39105 -2.81999
O -2.60817 2.35526 -1.58932
H 0.63677 2.42199 1.34762
H -0.71522 3.53386 0.94872
H 0.23408 2.84231 -0.36454
H -0.44670 -0.77722 -0.34645
H 0.13801 0.62142 -1.25849
H -1.51325 0.03043 -1.50778
H -3.03231 3.01425 0.30187
H -4.78407 1.45249 0.55652
H -3.93133 0.11760 -0.27457
C -6.53372 -3.73212 0.41741
C -5.13200 -3.56753 0.94122
C -4.93367 -3.94878 2.39666
O -3.86371 -3.07425 2.78701
C -3.90994 -1.97677 1.99725
O -3.25003 -1.00437 2.17676
O -4.74769 -2.17089 0.96445
H -6.58154 -3.46727 -0.63824
H -6.85670 -4.76721 0.52887
H -7.22589 -3.08271 0.95603
H -4.41622 -4.09265 0.30341
H -4.63899 -4.98669 2.52961
H -5.80539 -3.73177 3.01955
C -1.18877 -2.61508 -4.85383
C -2.46162 -2.87450 -4.09127
C -2.78289 -1.85892 -3.01429
O -3.50151 -2.65273 -2.05378
C -3.08230 -3.92710 -2.18344
O -3.31811 -4.79352 -1.39686
O -2.36173 -4.08512 -3.30574
H -1.03920 -3.36892 -5.62539
H -1.22784 -1.63479 -5.32830
H -0.33037 -2.64925 -4.18275
H -3.30647 -2.99793 -4.77349
H -3.40071 -1.03229 -3.35420
H -1.88061 -1.47238 -2.53703
C 3.87702 4.93725 -3.79074
C 2.63734 4.18206 -3.39026
C 2.61607 3.70520 -1.95520
O 1.80707 2.52212 -2.04228
C 1.93087 2.02635 -3.29654
O 1.55884 0.94806 -3.63219
O 2.53093 2.92680 -4.10208
H 3.80911 5.27493 -4.82410
H 4.00394 5.80782 -3.14658
H 4.75512 4.29558 -3.70712
H 1.74169 4.76525 -3.61712
H 2.17571 4.41941 -1.27040
H 3.60962 3.42065 -1.59822
C -0.94018 -3.69737 1.52615
C -0.04121 -4.86650 1.81680
C 0.84152 -4.68044 3.03359
O 2.00951 -5.44368 2.69036
C 2.09165 -5.47399 1.33970
O 3.05405 -5.82485 0.73191
O 0.95108 -5.03254 0.78102
H -1.56144 -3.88995 0.64941
H -1.58462 -3.48801 2.37465
H -0.33374 -2.81385 1.31827
H -0.60583 -5.80066 1.87949
H 0.40465 -5.05263 3.95604
H 1.13776 -3.63651 3.16054
C 2.62121 7.00319 3.84995
C 1.99572 6.79624 2.49514
C 2.18753 5.41534 1.90184
O 2.18216 5.69216 0.49274
C 2.61510 6.96568 0.31924
O 2.93150 7.42278 -0.73029
O 2.63705 7.61961 1.49711
H 2.41710 8.00622 4.22153
H 2.22263 6.28139 4.56275
H 3.70329 6.88422 3.78998
H 0.93686 7.06617 2.51166
H 1.39227 4.71735 2.14793
H 3.15298 4.97948 2.16869
C 6.45079 -2.02960 2.02103
C 4.96128 -2.18536 2.18535
C 4.21424 -2.57546 0.92928
O 2.92403 -1.98021 1.14934
C 3.09703 -0.90896 1.95881
O 2.27264 -0.07953 2.16897
O 4.33700 -0.92133 2.49888
H 6.92222 -1.77835 2.97026
H 6.88641 -2.95806 1.65232
H 6.67225 -1.22729 1.31661
H 4.73470 -2.87763 3.00060
H 4.11940 -3.65055 0.80053
H 4.65326 -2.13469 0.03120


Record 4
ORCA calculation (the ωB97M-V functional and the def2-TZVPD basis) on a 5-piece molecular cluster, C33H33ClN5O10S overall.

## Properties
DFT total energy: -86011.0887 eV
HOMO energy: -10.947 eV
2S+1: 1
Total charge: +1
LUMO: -0.183 hartree
HOMO-LUMO gap: 5.98 eV
Maximum force: 9.4 eV/A

Element x y z (Å)
O -1.19259 3.45930 -1.36535
S -0.25542 3.81538 -2.58479
O -0.99308 5.01040 -3.30580
Cl 1.60333 4.56260 -1.99468
C -0.15521 2.37491 -3.81447
C 1.35428 2.06381 -4.36058
C 2.38908 1.41037 -3.28018
C 1.72434 0.44549 -2.14100
C 1.87062 1.02572 -0.58835
C 3.03417 2.05834 -0.07218
C 3.10600 2.59781 1.49024
C 1.95469 2.01054 2.51955
C 0.84527 0.93081 1.90849
N 0.86253 0.52227 0.43975
H -0.74759 1.41185 -3.43466
H -0.78089 2.74379 -4.76227
H 1.81929 3.11645 -4.67924
H 1.34963 1.42759 -5.37117
H 3.06596 2.28795 -2.85052
H 3.14589 0.73272 -3.90776
H 0.61470 0.12736 -2.32692
H 2.35432 -0.56890 -2.14122
H 3.84891 2.49222 -0.81837
H 3.94432 3.37866 1.82356
H 1.98378 2.36132 3.64360
H 0.06109 0.51217 2.69335
H 0.12515 -0.15976 0.09674
C 3.27172 -3.94929 6.10728
C 3.90149 -2.75118 6.44795
C 3.24012 -1.53559 6.26271
C 1.94057 -1.53176 5.73742
C 1.30890 -2.73256 5.38737
C 1.98147 -3.94181 5.57455
N 1.23037 -0.25895 5.56411
O 1.83015 0.78306 5.86772
O 0.07085 -0.29934 5.12832
H 3.78928 -4.89500 6.25880
H 4.90775 -2.76506 6.86123
H 3.74457 -0.61055 6.53324
H 0.30250 -2.74382 4.97413
H 1.49849 -4.87954 5.30875
C -4.18818 2.54089 -2.00775
C -3.80421 1.29573 -2.50804
C -4.77235 0.38059 -2.92588
C -6.12821 0.72616 -2.84217
C -6.51679 1.97250 -2.33316
C -5.53958 2.87832 -1.91573
N -7.14969 -0.22158 -3.30354
O -6.76673 -1.32132 -3.72970
O -8.33562 0.13354 -3.24449
H -3.42945 3.25332 -1.68844
H -2.74905 1.03948 -2.57526
H -4.45684 -0.58564 -3.31347
H -7.56565 2.25177 -2.25799
H -5.83099 3.84954 -1.52197
C -7.82369 -2.63062 -6.36733
C -8.00294 -3.83268 -7.05367
C -8.14680 -3.83088 -8.44245
C -8.10483 -2.61437 -9.13751
C -7.93272 -1.40545 -8.45021
C -7.79280 -1.41965 -7.06101
N -8.22995 -2.60812 -10.59997
O -8.39986 -3.69634 -11.16972
O -8.15437 -1.51618 -11.18134
H -7.70633 -2.63758 -5.28502
H -8.02742 -4.77229 -6.50587
H -8.28566 -4.77610 -8.96266
H -7.90322 -0.45371 -8.97657
H -7.65569 -0.48674 -6.51867
C 8.93762 1.40340 8.87545
C 9.79201 1.05063 7.82964
C 9.50335 -0.06013 7.03448
C 8.34867 -0.81128 7.29382
C 7.49327 -0.46392 8.34790
C 7.79393 0.64736 9.13805
N 8.02628 -1.96496 6.44555
O 8.81783 -2.25143 5.53500
O 6.97955 -2.58365 6.68558
H 9.16391 2.27364 9.48918
H 10.68226 1.64393 7.63213
H 10.17918 -0.32190 6.22326
H 6.59642 -1.04096 8.56342
H 7.13455 0.92694 9.95677